55
Properties=species:S:1:pos:R:3:mulliken_spin:R:1 method="wB97M-V/def2-TZVPD" total_charge=+1 mol_weight_g_mol=825.045 total_energy_ha=-11909.26135 lumo_ev="-4.2646 / -4.8167" gap_ev="6.8039 / 6.3760" largest_force_ev_per_a=2.9 spin_multiplicity=2
Tc -1.104 -2.116 1.423 1.00
Br -2.386 -0.736 5.583 0.00
Br -2.899 2.458 6.361 0.00
Br -2.544 3.713 0.803 0.00
Br -2.984 4.703 3.942 0.00
P 0.369 0.686 -0.495 0.03
O -2.034 0.846 0.615 -0.02
O -2.119 -1.105 2.662 0.08
C 2.587 -1.409 -2.134 0.00
C 1.196 -2.286 2.275 -0.04
C 0.561 -0.988 0.316 -0.24
C -2.676 1.937 4.572 -0.01
C -2.297 0.188 2.938 -0.01
C 0.384 -3.464 0.331 -0.02
C -1.290 -0.117 -4.180 0.00
C 0.179 -2.220 -0.308 0.09
C -2.579 -0.517 -3.870 0.00
C -2.708 2.890 3.548 0.02
C 3.550 2.777 -1.721 0.00
C -0.412 0.240 -3.166 0.00
C 0.938 -3.473 1.616 -0.02
C -2.123 -0.146 -1.528 0.01
C 4.413 1.894 -2.344 0.00
C 1.031 -1.040 1.643 0.08
C 1.999 0.948 -1.297 0.00
C 2.362 2.297 -1.195 0.00
C -2.658 -0.158 -0.122 0.00
C -2.337 1.145 1.918 0.01
C -2.990 -0.522 -2.546 0.00
C -2.532 2.489 2.227 -0.01
C 2.876 0.054 -1.940 0.00
C 4.071 0.553 -2.447 0.00
C -2.469 0.597 4.265 0.02
C 1.341 0.215 2.398 0.01
C -0.800 0.214 -1.829 -0.02
H 0.547 0.952 2.269 0.01
H 4.750 -0.129 -2.944 0.00
H 1.571 -2.308 3.289 0.00
H 1.600 -1.571 -2.568 0.00
H -3.269 -0.803 -4.652 0.00
H 5.352 2.242 -2.752 0.00
H 0.594 0.549 -3.422 0.00
H 0.101 -4.383 -0.160 0.01
H 3.797 3.826 -1.636 0.00
H -4.009 -0.801 -2.302 0.00
H 1.690 2.981 -0.691 0.00
H 1.481 0.013 3.458 0.00
H 3.320 -1.850 -2.807 0.00
H 2.255 0.662 2.002 -0.01
H 1.089 -4.422 2.113 0.00
H -3.745 -0.047 -0.107 0.00
H 2.639 -1.958 -1.193 0.00
H -0.961 -0.082 -5.210 0.00
H -0.201 -2.221 -1.321 0.04
H -2.518 -1.192 0.319 -0.01